# 1
This record from the OMol25 dataset describes the molecule C11H10ClNO2S in a non-equilibrium geometry. The level of theory is the ωB97M-V functional and the def2-TZVPD basis.

The geometry in XYZ format:
```
26
Properties=species:S:1:pos:R:3
C -3.80739 -0.13935 -3.54976
O -3.06847 0.87437 -2.91397
C -2.10290 0.51057 -2.02123
C -1.77151 -0.79955 -1.68909
C -0.77628 -1.04783 -0.76400
C -0.09134 -0.00386 -0.15153
O 0.86953 -0.37063 0.75335
C 1.58138 0.63213 1.43278
C 2.50828 -0.05460 2.37809
C 3.37556 0.46975 3.28646
N 4.08473 -0.42992 4.00593
C 3.78507 -1.63310 3.67513
Cl 4.48565 -2.99784 4.38021
S 2.57193 -1.78251 2.41501
C -0.41593 1.30575 -0.48527
C -1.41179 1.55355 -1.41021
H -4.51485 0.37500 -4.19834
H -4.35851 -0.74978 -2.82685
H -3.16540 -0.78588 -4.15704
H -2.27970 -1.63599 -2.14139
H -0.51337 -2.05961 -0.49931
H 0.89885 1.29162 1.99232
H 2.15704 1.25350 0.72753
H 3.53624 1.51554 3.47184
H 0.09517 2.14266 -0.03601
H -1.67200 2.56603 -1.67465
```

Computed properties:
* LUMO level: 0.684 eV
* molar mass: 255.73 g mol⁻¹
* 2S+1: 1
* frontier orbital gap: 8.90 eV
* highest occupied orbital energy: -8.21 eV
* energy: -40511.031 eV

Here are the Löwdin charges for atoms 1 to 5, given in e: -0.094, -0.089, -0.282, -0.016, 0.003


# 2
This record from the OMol25 dataset describes the molecule C16H17NO5S. The level of theory is the ωB97M-V functional and the def2-TZVPD basis.

The geometry in XYZ format:
```
40
Properties=species:S:1:pos:R:3
O 3.72118 3.63185 -1.10996
C 3.87993 2.83001 -0.23956
O 3.34533 2.94981 0.97460
C 4.74154 1.56672 -0.40356
O 4.37076 0.55260 0.50686
C 3.25209 -0.19204 0.23498
C 2.33645 0.10279 -0.77001
C 1.23612 -0.72096 -0.94822
C 1.05310 -1.81454 -0.12848
S -0.40110 -2.84395 -0.32693
O -0.87926 -2.71311 -1.66813
O -0.12326 -4.14064 0.21104
N -1.53104 -2.15134 0.67448
C -2.00404 -0.83087 0.33772
C -3.38532 -0.56535 0.94788
C -3.90484 0.76806 0.48896
C -3.73284 1.90534 1.26646
C -4.18513 3.13683 0.82500
C -4.81256 3.24544 -0.40370
C -4.98515 2.11732 -1.18819
C -4.53271 0.88773 -0.74472
C 1.95360 -2.10839 0.87944
C 3.05632 -1.30011 1.06211
H 3.59261 2.19343 1.53532
H 5.77338 1.82968 -0.14666
H 4.71875 1.22586 -1.44278
H 2.46003 0.96258 -1.40962
H 0.52202 -0.52821 -1.73240
H -1.33449 -2.31013 1.64944
H -2.07227 -0.81554 -0.75158
H -1.30026 -0.04606 0.65603
H -3.30646 -0.58695 2.03676
H -4.05719 -1.36506 0.63449
H -3.24604 1.82590 2.22844
H -4.04802 4.01274 1.44204
H -5.16722 4.20538 -0.74829
H -5.47512 2.19622 -2.14747
H -4.66944 0.00847 -1.35731
H 1.78619 -2.98105 1.49031
H 3.78491 -1.50644 1.82985
```

Computed properties:
* LUMO level: 0.309 eV
* molar mass: 335.38 g mol⁻¹
* 2S+1: 1
* frontier orbital gap: 9.63 eV
* highest occupied orbital energy: -9.32 eV
* energy: -39430.538 eV

Here are the Löwdin charges for atoms 1 to 5, given in e: 0.132, -0.527, 0.140, -0.085, -0.057


# 3
This record from the OMol25 dataset describes a structure of composition C3H4CrLiO4 in a non-equilibrium geometry. The level of theory is the ωB97M-V functional and the def2-TZVPD basis.

The geometry in XYZ format:
```
13
Properties=species:S:1:pos:R:3
H -3.36954 1.59276 0.73807
C -3.26720 0.85298 -0.05770
C -3.12138 -0.58276 -0.06033
O -2.02591 0.34541 -0.41642
H -2.94130 -1.12005 0.87391
H -3.46795 -1.16489 -0.91549
O 1.59618 0.38527 0.26211
C 2.72267 0.36134 -0.33519
O 3.54669 1.34149 -0.07291
Cr -0.14710 0.46193 -0.19888
H 4.40699 0.58684 0.10250
Li 2.65765 -2.34910 0.25927
O 3.41020 -0.71124 -0.17895
```

Computed properties:
* charge: +2
* LUMO level (spin up / spin down): -10.517 / -9.982 eV
* molar mass: 163.00 g mol⁻¹
* 2S+1: 6
* frontier orbital gap (spin up / spin down): 6.80 / 8.66 eV
* highest occupied orbital energy (spin up / spin down): -17.32 / -18.64 eV
* energy: -39970.430 eV
* expectation value of S²: 8.762

Here are the Löwdin charges for atoms 1 to 5, given in e: 0.146, 0.080, 0.008, -0.244, 0.142


# 4
This record from the OMol25 dataset describes a cluster of 2 separate species, C5H13NO2 in total in a non-equilibrium geometry. The level of theory is the ωB97M-V functional and the def2-TZVPD basis.

The geometry in XYZ format:
```
21
Properties=species:S:1:pos:R:3
C 0.76403 0.35687 -1.33501
N 1.76422 0.42236 -0.28275
C 1.17321 0.28270 1.03500
C 2.84671 -0.51212 -0.50910
O 3.60710 -0.14856 -1.63246
H 0.05394 1.17279 -1.20973
H 1.25205 0.45805 -2.30245
H 0.21269 -0.59923 -1.32540
H 1.93781 0.43184 1.79864
H 0.71136 -0.70705 1.19430
H 0.40422 1.04391 1.16293
H 3.46740 -0.53114 0.39865
H 2.49544 -1.53805 -0.71384
H 3.83600 0.78466 -1.53067
C -4.18417 -0.30900 0.98543
C -2.79675 -0.07538 0.52103
O -2.17330 0.99595 0.52444
H -4.59218 0.59923 1.43167
H -4.79061 -0.64281 0.14140
H -4.17296 -1.13315 1.70223
H -1.81620 -0.35187 -0.05430
```

Computed properties:
* LUMO level: 0.961 eV
* molar mass: 119.16 g mol⁻¹
* 2S+1: 1
* frontier orbital gap: 9.64 eV
* highest occupied orbital energy: -8.68 eV
* energy: -10977.832 eV

Here are the Löwdin charges for atoms 1 to 5, given in e: -0.101, -0.263, -0.109, -0.312, -0.051